A 14-piece molecular cluster, C64H158N10O14 overall in a non-equilibrium geometry, computed with the ωB97M-V functional and the def2-TZVPD basis.

```
246
Properties=species:S:1:pos:R:3:forces:R:3:mulliken_charge:R:1
C 3.167113 2.742954 -4.851218 0.2 2.0 1.2 -0.48
O 2.607333 3.482685 -3.739020 -0.7 -0.5 -0.3 -0.41
H 3.848226 2.031718 -4.435726 0.2 -1.1 -0.1 0.27
H 2.316909 2.345043 -5.382667 0.1 -0.3 -0.3 -0.04
H 3.777588 3.435435 -5.451697 -0.4 -0.3 -0.3 0.41
H 3.282917 3.992586 -3.277833 0.5 0.2 0.0 0.34
C 6.171410 0.175339 0.307908 0.0 0.0 1.0 -0.66
O 5.125452 0.783188 1.073026 0.0 0.0 -0.6 -0.70
H 7.115948 0.657354 0.553360 0.0 0.5 -0.4 0.34
H 6.344814 -0.834333 0.662361 -0.3 -0.6 -0.1 0.13
H 5.975255 0.143245 -0.760052 0.0 0.2 -0.1 0.23
H 4.339543 0.910127 0.485714 0.2 -0.2 0.3 0.31
C 4.686556 -2.116627 3.293369 -1.6 1.7 -1.5 -0.33
O 3.669520 -1.106700 2.859347 0.7 -0.6 0.9 -0.31
H 5.462754 -1.679337 3.892679 0.4 0.3 0.2 0.43
H 4.152335 -2.839740 3.892034 -0.2 -0.3 0.0 -0.11
H 5.057156 -2.530247 2.355018 0.3 -0.4 0.3 0.04
H 4.075777 -0.261204 2.578366 0.4 -0.8 0.0 0.27
C 5.106690 5.844397 -1.420451 -0.3 -0.3 -0.1 -0.52
O 4.152453 5.520820 -2.457756 -0.7 1.1 0.3 -0.65
H 4.976039 5.110148 -0.596904 0.1 0.7 -0.1 0.15
H 6.156892 5.735255 -1.763819 -0.7 0.0 -0.2 0.29
H 5.012400 6.900333 -1.067571 -0.2 -0.8 -0.1 0.21
H 3.299068 6.115809 -2.360324 1.9 -0.8 0.2 0.43
C -2.820266 2.278466 -8.713896 -0.1 -0.5 0.6 -1.58
C -3.511814 2.100054 -7.363731 0.3 -0.1 0.5 0.76
C -2.506998 2.464946 -6.239102 0.0 -0.7 -0.6 -0.60
O -1.521799 1.414329 -6.148139 -0.7 0.7 0.0 -0.35
C -0.446471 1.754255 -5.306530 0.5 1.4 -1.1 -0.52
N -4.782001 2.813985 -7.300639 0.6 1.0 -1.1 -0.65
H -2.476086 3.304548 -8.788523 0.3 0.2 -0.1 0.40
H -3.489087 2.098515 -9.547039 -0.2 -0.2 -0.1 0.44
H -1.981213 1.561100 -8.733523 -0.2 0.6 -0.2 0.28
H -3.760563 1.055451 -7.221944 0.1 -0.5 0.0 0.08
H -3.053765 2.534890 -5.299955 0.1 0.3 0.3 0.01
H -2.035900 3.433035 -6.477019 0.1 -0.2 0.2 0.51
H -0.649099 1.766837 -4.253122 -0.6 0.0 0.7 0.04
H -0.085693 2.776308 -5.595158 0.0 -0.7 0.3 0.48
H 0.349872 1.053039 -5.473526 0.3 -0.4 -0.2 0.14
H -4.646714 3.738527 -7.729201 -0.3 -0.4 0.4 0.27
H -5.164063 2.932375 -6.377076 0.1 0.0 0.3 0.23
C 0.721770 5.721907 -1.108292 -0.1 0.0 -0.1 0.61
C 1.316668 7.073847 -0.774465 -0.4 -0.2 -1.0 0.30
C 1.972424 7.110087 0.567906 0.4 0.5 0.8 -1.00
O 0.995621 6.789952 1.530417 -0.9 -0.6 -1.6 0.06
C 1.434696 7.048887 2.796327 0.7 -0.3 0.8 -1.05
N 2.236968 7.435251 -1.850855 0.8 0.6 -0.4 -0.55
H 0.077064 5.398979 -0.276710 0.3 -0.1 -0.5 -0.77
H 1.522379 5.004030 -1.323458 -0.1 0.0 0.3 -0.50
H 0.152655 5.813024 -2.047003 -0.1 -0.1 0.4 0.41
H 0.530236 7.801993 -0.764351 -0.8 0.5 0.3 0.20
H 2.336072 8.138861 0.831426 0.1 -0.6 -0.5 0.45
H 2.804883 6.391712 0.632830 0.1 0.1 0.0 0.39
H 0.700159 6.758210 3.509274 -0.7 -0.5 0.5 0.29
H 1.542564 8.107789 2.925100 0.7 0.8 0.2 0.40
H 2.351766 6.477088 2.991860 0.1 0.4 0.3 0.32
H 1.747538 7.772345 -2.696504 0.3 -0.2 0.8 0.27
H 2.870036 8.176367 -1.530629 -0.3 -0.2 -0.4 0.25
C -2.483330 1.384635 8.524021 0.2 -0.6 -1.6 -1.37
C -2.745037 1.344530 6.978294 -1.6 2.6 0.5 0.12
C -1.708138 0.712355 6.166669 1.4 -1.6 -0.8 -0.12
O -1.950355 0.944169 4.792920 -0.2 0.5 -0.2 -0.21
C -1.365277 -0.022982 3.942318 0.7 0.4 0.6 0.56
N -4.083385 0.877636 6.656961 -1.0 0.0 -0.5 -0.66
H -1.443585 1.710559 8.665160 -0.3 0.0 0.2 0.33
H -2.566558 0.334461 8.846865 0.0 0.4 0.4 0.32
H -3.193010 2.050287 9.039278 0.3 -0.4 -0.3 0.35
H -2.808369 2.391092 6.584031 0.4 -0.4 0.6 0.22
H -1.727160 -0.369478 6.288778 -0.1 -0.5 0.4 -0.05
H -0.687558 0.990574 6.428128 0.2 0.5 0.1 0.34
H -0.251932 0.174808 3.793523 -1.3 -0.2 0.0 -0.14
H -1.929364 0.005906 3.006441 0.3 0.0 -0.1 -0.39
H -1.486828 -1.001432 4.422421 0.1 0.0 -0.3 0.21
H -4.270847 -0.097599 6.856128 0.3 0.0 0.0 0.22
H -4.354267 1.067262 5.673132 0.6 -0.2 1.1 0.26
C 2.698352 -4.390278 0.355291 -0.7 0.1 0.7 1.45
C 3.425158 -5.690248 -0.001193 1.1 -0.5 0.0 1.00
C 4.814026 -5.445122 -0.636944 -1.2 0.3 0.8 -1.50
O 5.545704 -4.695736 0.311147 1.7 0.2 -1.0 -0.19
C 6.907092 -4.482238 -0.154086 -0.4 -0.4 0.6 -0.96
N 3.703150 -6.606933 1.133200 0.8 0.8 -0.4 -0.75
H 1.616951 -4.584195 0.549350 0.6 0.0 0.1 -0.55
H 2.708701 -3.637109 -0.426096 0.2 -0.1 -0.4 -0.77
H 3.105231 -3.868779 1.256825 -0.1 -0.6 -0.6 -0.14
H 2.871055 -6.276135 -0.748876 -0.1 0.3 0.1 -0.37
H 4.718648 -4.907421 -1.568423 -0.1 0.5 -0.5 0.38
H 5.287592 -6.390134 -0.858703 0.2 -0.5 0.1 0.65
H 7.529507 -5.391457 -0.085931 -0.3 0.1 0.5 0.31
H 7.318161 -3.673605 0.445055 0.1 -0.1 0.1 0.26
H 7.000908 -4.214012 -1.201920 -0.6 0.4 -0.3 0.36
H 2.884905 -6.764698 1.682117 -0.5 0.0 0.5 0.18
H 4.425631 -6.151905 1.715315 -0.7 -0.4 -0.3 0.39
C 0.718336 -8.474096 -0.282902 1.7 0.4 1.3 -1.70
C -0.131570 -7.376991 0.292299 0.1 -2.1 0.0 1.45
C -0.404062 -6.355421 -0.779612 -1.1 -0.1 1.5 0.03
O -1.224819 -5.367742 -0.183291 0.1 0.2 -0.3 -0.42
C -1.244478 -4.182233 -0.961613 0.7 -1.0 -0.3 -0.50
N -1.322562 -8.041050 0.903737 -0.3 2.7 0.1 -0.83
H 0.930977 -9.157126 0.583707 0.0 0.2 -1.3 0.34
H 1.661624 -8.062475 -0.713138 -0.5 -0.4 0.5 0.29
H 0.187511 -8.904336 -1.077319 -0.7 -1.3 -1.1 0.56
H 0.443340 -7.045896 1.145507 0.0 1.1 0.1 -0.59
H -0.961734 -6.836438 -1.591976 0.2 0.0 -0.3 0.46
H 0.526549 -5.939611 -1.118916 0.6 0.3 -0.4 -0.22
H -2.080367 -3.609504 -0.602950 -0.1 0.5 -0.2 0.16
H -1.330508 -4.474100 -2.027804 -0.3 0.5 0.3 0.47
H -0.264095 -3.684570 -0.853161 -0.4 0.3 0.0 -0.15
H -1.855287 -8.573979 0.238173 0.1 -0.4 -0.6 0.31
H -1.924874 -7.199573 1.035127 0.1 -1.0 0.5 0.33
C 2.806964 -0.725468 -6.287721 0.1 -0.2 0.2 -1.00
C 3.479680 -2.046631 -5.927250 0.1 -0.5 1.2 0.32
C 2.617147 -2.891688 -4.949634 0.1 0.5 -0.3 -0.02
O 3.334403 -4.081809 -4.764621 0.5 0.0 -0.4 -0.36
C 2.645210 -5.021521 -4.016519 -1.3 -0.7 -1.0 -0.50
N 3.962180 -2.781016 -7.103626 -1.6 2.2 -0.9 -0.70
H 2.615495 -0.090185 -5.398054 0.0 -0.6 -0.4 -0.15
H 1.867722 -0.897791 -6.834358 0.2 0.2 0.1 0.41
H 3.517180 -0.180557 -6.902179 -0.1 0.2 -0.3 0.37
H 4.355392 -1.813327 -5.303685 0.1 0.0 -0.4 0.20
H 1.594574 -3.061621 -5.354018 0.4 -0.1 0.1 0.33
H 2.530433 -2.404968 -3.948183 -0.2 0.1 -0.7 -0.21
H 3.353935 -5.789764 -3.707361 -0.2 -0.1 0.0 0.34
H 1.808246 -5.469854 -4.677903 1.0 0.4 1.2 0.33
H 2.199201 -4.527188 -3.155900 -0.2 -0.2 0.4 -0.03
H 4.333137 -3.666279 -6.937776 0.7 -1.5 0.9 0.28
H 3.218591 -2.910701 -7.796897 0.2 0.2 0.3 0.26
C -1.502925 -5.518775 7.196226 0.4 -0.6 -1.2 -1.81
C -0.343410 -4.975866 6.337863 1.7 0.8 0.8 1.53
C 0.713106 -6.083342 5.910832 -3.3 -0.8 2.2 -1.24
C 1.641676 -5.681510 4.886349 1.2 1.8 -2.2 -0.76
C 0.906955 -5.047907 3.624320 -0.4 -0.5 2.1 -0.71
C -0.004645 -3.803748 4.056973 0.2 -2.6 -0.1 2.88
N -0.934909 -4.310968 5.165623 1.0 0.3 -1.3 -0.32
O -1.619751 -3.133894 5.616219 -0.2 0.0 0.3 -0.33
C 0.918467 -2.657741 4.415506 -0.4 0.8 -0.7 -0.37
C -0.932713 -3.412348 2.898974 1.2 0.4 -1.1 -0.85
C 0.482906 -3.995278 7.244310 -1.2 -0.5 -0.4 -1.66
H -1.035011 -6.217091 7.895992 -0.5 0.0 0.2 0.43
H -2.167512 -6.049439 6.485865 0.2 0.0 0.6 0.45
H -2.095787 -4.750521 7.706982 0.4 -0.1 -0.1 0.30
H 1.190440 -6.415901 6.862649 -0.2 0.3 -0.6 0.42
H 0.140885 -6.958549 5.555440 0.1 0.1 0.0 0.32
H 2.248745 -6.549904 4.629162 0.1 0.1 -0.4 0.51
H 2.357032 -4.910639 5.230280 -0.2 -0.4 0.1 0.11
H 0.359646 -5.859255 3.130032 -0.4 0.4 0.1 0.27
H 1.676096 -4.731245 2.956847 0.4 0.5 -0.6 -0.13
H 1.410279 -2.365148 3.475252 -0.3 0.3 0.1 -0.11
H 0.338880 -1.779713 4.809007 1.0 -1.0 -0.1 -0.61
H 1.756269 -2.976974 5.012547 0.0 0.2 0.7 0.44
H -1.826875 -4.014294 2.834702 -0.1 -0.3 0.0 0.72
H -1.174236 -2.372411 2.987989 -0.7 0.5 0.4 -0.44
H -0.432351 -3.379092 1.887139 -0.2 -0.7 1.0 -0.56
H 0.532622 -4.393399 8.250234 0.0 0.0 0.2 0.47
H -0.060696 -3.076131 7.228670 -0.3 0.8 0.5 0.22
H 1.470166 -3.771741 6.912417 0.8 -0.1 -0.4 0.41
H -2.452284 -3.161942 5.132777 -0.1 -0.1 0.1 0.31
C -3.299189 7.315913 2.529733 -1.3 -0.4 1.2 -1.59
C -4.270830 6.430224 1.691938 2.6 -0.6 -1.3 2.04
C -3.983556 6.589848 0.187982 0.2 -0.1 -1.0 -1.68
C -2.675684 5.840491 -0.240978 -0.5 1.2 0.8 0.03
C -2.646314 4.394807 0.202290 -1.0 0.1 -1.4 0.11
C -2.988962 4.208099 1.634544 -0.3 -2.0 1.1 1.89
N -4.217622 4.952452 1.926442 0.3 1.3 0.3 0.04
O -4.460933 4.798275 3.312833 0.5 0.0 0.7 -0.53
C -3.445141 2.701966 1.797788 -0.1 1.8 0.4 -1.32
C -1.745715 4.449561 2.492783 0.4 0.3 -1.7 -0.31
C -5.627367 6.852791 1.982635 -1.8 2.4 1.2 -2.15
H -2.263798 7.065499 2.516231 0.7 -0.3 -0.4 0.21
H -3.620198 7.191004 3.595923 0.3 0.3 -0.8 0.38
H -3.398200 8.374224 2.262263 -0.2 -0.2 0.0 0.41
H -4.907836 6.272453 -0.383064 1.1 0.0 0.4 0.30
H -3.819349 7.650707 -0.098437 -0.3 -0.4 0.5 0.47
H -1.802698 6.376923 0.246062 -0.9 -0.4 -0.6 -0.28
H -2.570177 5.935181 -1.319872 0.2 -0.1 -0.1 0.58
H -1.647660 4.049046 0.003604 0.3 -0.7 0.0 -0.47
H -3.378932 3.761983 -0.352604 0.5 0.6 -0.2 -0.13
H -2.729289 2.104219 1.301191 0.6 -0.9 -0.8 -0.33
H -3.469450 2.378755 2.827329 -0.1 0.1 0.4 0.26
H -4.443378 2.654020 1.363002 0.1 -0.4 -0.1 0.73
H -0.968677 3.705833 2.272786 -0.4 -0.2 0.1 -0.38
H -1.284900 5.375923 2.158076 0.1 0.3 0.4 -0.38
H -1.965460 4.435314 3.517244 -0.2 0.2 1.5 0.54
H -5.724949 7.106787 3.046115 0.0 0.0 -0.1 0.39
H -6.391150 6.129456 1.807501 -0.4 -0.6 -0.6 0.45
H -5.855632 7.801639 1.444013 0.0 -0.7 0.2 0.41
H -5.315867 4.389117 3.377207 -0.6 -0.3 0.0 0.36
C -2.995708 -0.446185 -0.616455 0.5 0.4 -0.4 -0.28
C -4.368486 -0.422019 -1.270659 1.4 0.1 -0.7 2.61
C -4.843241 1.030726 -1.603067 -0.9 -1.5 -0.4 -1.18
C -4.256219 1.546406 -2.893371 0.0 -0.8 -0.7 0.08
C -4.434487 0.548291 -4.049110 -0.3 -0.4 0.0 -0.53
C -3.770726 -0.785096 -3.787854 1.0 0.2 1.4 2.13
N -4.354149 -1.283265 -2.526334 0.0 0.1 0.6 -0.29
O -3.597167 -2.456265 -2.203584 -0.4 -0.6 0.1 -0.14
C -4.131292 -1.779609 -4.838598 0.0 0.8 -1.5 -2.06
C -2.206646 -0.654916 -3.796891 -1.7 -0.4 -1.5 -0.98
C -5.310921 -1.054922 -0.322945 -0.1 -0.1 1.5 -2.00
H -2.973899 -0.010118 0.359995 -0.5 0.1 0.9 0.55
H -2.357643 0.235567 -1.151351 0.7 0.0 -0.6 -0.19
H -2.570056 -1.453175 -0.571876 0.0 0.4 -0.1 -0.85
H -5.937871 0.886315 -1.721827 0.4 0.6 0.1 0.61
H -4.627753 1.711027 -0.774704 -0.2 -0.3 0.0 -0.55
H -3.206550 1.725817 -2.707413 0.5 0.3 -0.2 -0.35
H -4.713671 2.455010 -3.238120 -0.2 0.8 0.3 1.01
H -3.941991 0.861673 -4.971600 -0.5 0.4 0.1 -1.02
H -5.523312 0.350686 -4.228353 0.8 0.3 0.0 0.49
H -3.916190 -1.314998 -5.825464 -0.2 -0.3 0.4 0.28
H -3.567262 -2.686229 -4.805894 0.4 -0.6 0.3 0.37
H -5.178025 -1.988399 -4.766080 -0.7 -0.3 -0.1 0.58
H -1.803824 -1.583497 -3.430714 0.5 0.0 0.5 0.35
H -1.945161 -0.572693 -4.863773 0.1 0.0 0.4 0.76
H -1.903636 0.256331 -3.341980 0.6 0.3 0.8 -0.66
H -4.932778 -2.018311 0.070655 -0.5 0.2 -0.5 0.31
H -6.295037 -1.036505 -0.719706 -1.0 -0.8 -0.6 0.54
H -5.419868 -0.422156 0.556309 0.3 0.2 0.3 0.31
H -4.220211 -3.199007 -2.241582 0.0 0.4 -0.1 0.31
C 0.604310 2.307301 -0.482192 -1.0 2.9 0.0 0.92
C 1.738952 1.771070 0.381936 -0.7 -1.1 0.1 2.63
C 1.101841 0.873823 1.480892 -0.1 1.6 0.0 -0.84
C 0.446591 -0.378730 0.952476 0.0 0.3 -0.4 1.35
C 1.526325 -1.134371 0.195976 -0.9 -0.3 0.5 -0.24
C 2.136022 -0.346331 -0.948337 -0.1 0.8 -0.1 3.72
N 2.685979 0.953881 -0.367858 0.3 -0.7 -1.5 1.26
O 3.229623 1.720071 -1.487505 -0.5 -0.2 0.7 -0.73
C 3.373000 -1.112157 -1.452041 -1.6 -0.2 1.1 -2.05
C 1.075938 -0.119223 -2.057411 1.1 -0.2 -0.3 -0.54
C 2.529518 2.908057 1.025633 -0.1 -0.7 0.1 -2.51
H 0.302218 3.293867 -0.014495 0.5 -0.8 -0.7 -1.13
H -0.367425 1.834332 -0.532836 0.1 -0.9 0.4 -0.88
H 0.812342 2.519527 -1.550337 0.2 0.2 0.6 0.22
H 1.910742 0.617204 2.169194 -0.3 0.0 0.3 0.35
H 0.374039 1.589769 1.941138 0.5 -0.8 0.2 -0.67
H -0.403547 -0.119255 0.291629 0.2 -0.3 0.5 -1.03
H 0.128774 -1.026096 1.778098 -0.3 0.3 -0.2 -0.35
H 1.076216 -2.101452 -0.104203 0.6 0.4 -0.3 -0.34
H 2.278131 -1.311608 0.956628 0.5 -0.4 0.0 -0.16
H 3.957089 -1.223102 -0.533663 0.5 -0.2 -0.5 0.32
H 3.046219 -2.093896 -1.818783 0.3 0.2 0.0 -0.58
H 3.830910 -0.537827 -2.217682 0.8 0.3 -0.6 0.76
H 1.509633 0.389061 -2.941779 -0.1 -0.3 0.4 -0.37
H 0.792274 -1.128962 -2.342820 -0.4 0.0 -0.3 0.80
H 0.208395 0.447467 -1.746095 0.0 -0.4 0.0 -0.71
H 3.284550 2.531851 1.711297 0.2 -0.3 -0.1 0.42
H 1.883811 3.523295 1.627009 -0.4 0.5 0.0 0.46
H 3.025985 3.443221 0.238464 0.2 0.7 -0.2 0.29
H 2.481946 2.190488 -1.913996 0.5 -0.2 0.0 0.22
```
Forces are in eV/Å.

E_HOMO, eV: -8.54
Orbital gap, eV: 8.929
Strongest force on any atom, eV/A: 4.1
Net charge: 0
E_LUMO, eV: 0.39